Entry 1:
98
Properties=species:S:1:pos:R:3:forces:R:3:lowdin_charge:R:1 method="wB97M-V/def2-TZVPD" e_homo_ha=-0.2575 orbital_gap_ev=1.51
C 0.305160 0.847055 2.378268 0.0 -0.7 -0.1 -0.0763
C 0.122146 1.007745 0.863744 0.6 0.7 0.1 -0.1285
C 1.202432 0.278751 0.056955 -0.8 -0.5 0.7 -0.2453
F 0.702209 -0.747255 -0.702576 0.0 0.1 -0.3 0.0403
N 2.001149 1.179972 -0.804378 0.2 0.0 -0.1 0.1443
C 3.262470 1.485934 -0.374823 0.6 -0.1 0.1 -0.2532
O 3.659959 0.997949 0.815131 -0.7 0.0 -0.1 0.0853
C 4.108007 2.315563 -1.072426 -0.2 -0.4 -0.3 -0.0785
P 5.831739 2.677014 -0.298189 0.8 0.6 0.4 0.8842
O 6.853701 2.948311 -1.441990 -1.7 -2.7 -0.7 -0.2546
O 6.297568 1.272256 0.282527 -0.6 -0.3 -0.2 -0.2298
C 3.599891 2.866504 -2.258319 0.4 -0.1 -0.3 -0.0810
C 4.582877 3.822340 -2.900006 -0.4 0.0 -0.4 -0.1399
O 4.904981 4.693531 -1.838026 0.3 0.9 0.1 -0.2117
O 4.240553 5.946736 -2.015199 0.2 0.0 -0.1 0.0404
C 2.306407 2.547295 -2.713139 0.7 -0.6 0.5 -0.0961
S 1.800655 3.314528 -4.250521 -1.5 1.8 -0.5 0.8115
O 1.919620 4.724692 -4.028898 0.7 -0.2 0.4 -0.2320
O 0.508683 2.921658 -4.733162 0.3 -1.2 0.2 -0.2562
C 3.068511 2.846197 -5.568013 0.5 0.5 -0.3 -0.4900
F 3.565423 4.015718 -5.937293 -0.2 0.2 0.0 0.0959
F 4.047081 2.113252 -5.036030 -0.2 -0.4 0.2 0.1184
C 2.506583 2.179962 -6.855797 0.3 -0.7 -0.6 -0.3869
F 1.664915 3.005323 -7.488336 -0.3 0.0 0.5 0.1779
F 3.555180 2.001664 -7.659522 -0.3 -0.2 0.2 0.0515
C 1.866932 0.756395 -6.683941 -0.2 0.0 -1.1 -0.5366
F 2.310065 0.142263 -5.580479 -0.2 0.2 0.3 0.1701
F 0.538303 0.827841 -6.693035 0.0 0.0 0.6 0.1723
F 2.203845 0.000009 -7.720671 0.1 0.0 0.0 0.1971
C 1.496405 1.702323 -1.956659 -0.3 0.0 -0.6 -0.0816
C 0.075069 1.399472 -2.359996 -0.1 -0.1 0.5 -0.1482
C -0.038355 0.309243 -3.428436 -0.4 0.3 0.4 -0.1342
C -1.474583 -0.099440 -3.751535 0.0 0.2 0.1 -0.7800
F -1.498260 -0.555815 -5.032209 0.2 -0.2 0.0 0.0216
Br -2.749175 1.364112 -3.675211 0.0 0.1 -0.1 0.8783
C -2.009718 -1.282020 -2.893370 -0.8 0.1 -0.2 -0.9115
F -1.095149 -2.252268 -2.814843 0.2 0.0 0.1 0.0762
F -3.078121 -1.796307 -3.528119 0.1 -0.1 -0.1 0.0319
Br -2.656931 -0.818424 -1.123247 0.3 -0.1 0.1 0.8878
H -0.639372 0.597873 2.846040 0.2 0.2 0.0 0.0261
H 0.665569 1.764107 2.839796 -0.1 0.2 -0.2 0.0156
H 1.015506 0.068400 2.649848 0.1 -0.1 0.0 0.0950
H 0.227724 2.066207 0.632209 -0.3 0.1 -0.2 0.1269
H -0.871923 0.700587 0.563847 0.0 -0.2 -0.1 0.0699
H 1.843341 -0.208558 0.775074 0.5 0.2 -0.2 0.1416
H 3.907448 0.065487 0.740604 0.4 0.0 0.2 0.1541
H 7.206758 3.934706 -1.375688 0.6 1.0 0.2 -0.0997
H 6.690116 0.683300 -0.407199 0.9 0.0 0.3 0.0714
H 4.262148 4.387027 -3.762029 -0.3 0.1 0.0 0.1194
H 5.468261 3.271308 -3.205017 0.2 0.0 0.2 0.1471
H 3.410635 5.855111 -1.524825 0.0 -0.1 0.1 0.1111
H -0.382628 2.335901 -2.655061 0.0 0.0 -0.3 0.0925
H -0.498234 1.060852 -1.507254 0.0 0.1 0.3 0.0624
H 0.458155 -0.574374 -3.041272 0.3 -0.2 -0.3 0.1250
H 0.387877 0.648460 -4.357890 0.1 -0.1 -0.1 0.0799
C -3.328205 -0.368198 5.253699 -0.1 0.1 0.0 -0.0544
C -2.653417 0.698101 4.530318 -0.4 -0.4 0.4 -0.2354
N -2.123115 1.535519 3.962160 0.1 0.7 -0.2 0.1294
H -4.362482 -0.431242 4.920288 0.0 -0.1 0.0 0.0856
H -2.840410 -1.318093 5.060706 0.0 0.0 0.0 0.0767
H -3.306513 -0.166142 6.321761 0.0 0.0 0.0 0.0899
C -3.845631 -4.156672 6.722314 0.6 0.0 0.1 -0.1737
O -3.417518 -2.837274 6.966574 -0.2 0.1 -0.1 -0.1038
H -4.941973 -4.081660 6.601576 0.2 0.6 0.5 0.0100
H -3.397313 -4.556070 5.806883 -0.1 -0.2 0.1 0.1004
H -3.620069 -4.829486 7.550012 -0.1 -0.2 -0.2 0.0800
H -2.460116 -2.867761 7.082030 0.0 -0.1 0.2 0.1092
Cl 5.938987 3.109405 -7.488363 0.7 0.2 0.1 -0.2860
Li 1.452717 2.686374 4.361732 0.4 -1.1 1.4 0.7961
C -7.904877 -2.760962 2.209700 -0.3 0.0 0.2 -0.1007
O -7.036279 -3.678981 1.538093 1.0 -2.7 -0.8 -0.2839
P -5.454738 -3.271766 1.488929 0.2 6.3 1.1 0.5273
O -5.285425 -2.555877 2.782526 -0.1 -0.6 0.0 -0.2770
O -5.613156 -2.331519 0.174654 0.0 -0.7 -0.2 -0.2683
C -6.518377 -2.623591 -0.904034 0.0 0.2 0.0 -0.0885
O -3.878507 -3.564906 1.185608 -1.2 -3.0 -0.2 -0.2326
C -3.482964 -4.472661 0.127732 0.1 0.2 -0.2 -0.0852
H -8.916871 -3.072751 1.957909 0.1 -0.1 -0.1 0.0977
H -7.773600 -2.808617 3.287526 0.1 0.1 0.0 0.0737
H -7.732818 -1.744309 1.860501 0.1 0.0 0.1 0.0959
H -7.416242 -2.015023 -0.803581 0.0 0.0 0.0 0.0899
H -6.803606 -3.671929 -0.935986 0.0 0.0 0.0 0.0872
H -6.015970 -2.364276 -1.833816 0.1 0.1 0.0 0.0865
H -3.733922 -4.051506 -0.846910 0.0 0.0 0.0 0.0753
H -3.954230 -5.447162 0.244489 0.0 0.0 0.0 0.0880
H -2.406702 -4.596895 0.195880 0.0 0.1 0.1 0.0936
O 2.191623 0.843025 6.455685 -0.6 1.1 -1.0 -0.6330
H 2.634338 0.024138 6.696114 0.1 0.0 -0.3 -0.1834
O 8.832151 0.147624 -0.450210 -0.6 0.2 0.0 -0.2377
H 9.211445 0.829561 0.124043 0.0 -0.1 -0.1 -0.0606
O 7.543294 4.965718 -0.774328 0.2 1.6 -0.1 -0.4654
V 7.041652 5.632922 0.692253 -0.1 0.1 2.0 1.0564
O 6.073765 6.185692 1.905783 0.2 -0.5 -1.5 -0.5199
Li -6.029576 -4.985954 5.837993 0.1 -0.5 -0.3 0.8725
N -2.071231 -7.170360 7.945627 0.0 0.2 0.1 -0.6457
O -1.209036 -6.269029 7.945608 -0.1 0.1 0.0 -0.0737
O -2.041267 -8.091385 8.761345 0.0 0.0 -0.1 -0.0361
O -3.003433 -7.112501 7.089722 -0.5 0.1 -0.3 -0.1474

***

Entry 2:
76
Properties=species:S:1:pos:R:3:forces:R:3:lowdin_charge:R:1 method="wB97M-V/def2-TZVPD" e_homo_ha=-0.4104 charge=+1 orbital_gap_ev=2.66
Pb 3.352730 -1.832424 -6.316323 -0.2 0.1 0.6 1.2347
C 2.166098 -1.213886 -0.196367 -0.1 0.3 -1.1 -0.2794
O 2.742557 -1.763291 -1.315554 0.0 0.1 0.8 -0.1837
H 1.489658 -1.859552 0.363658 -0.4 -0.7 -0.2 0.0760
H 2.781819 -0.819438 0.611956 1.2 -0.1 0.0 0.0773
H 1.601376 -0.323167 -0.471689 -0.6 0.3 -0.2 0.0753
C -5.418319 2.338960 0.197280 0.8 0.3 -0.5 -0.0208
C -4.974952 3.842913 0.157871 -2.7 -2.4 1.4 -0.2915
C -3.613458 4.076345 -0.347565 0.9 0.5 -1.6 -0.1016
O -3.830543 5.071725 -1.357651 0.4 1.0 0.1 0.0537
C -5.135857 5.453482 -1.426324 0.1 0.4 -3.1 -0.5463
O -5.556145 6.244087 -2.253387 0.8 -1.2 2.2 0.1341
O -5.863685 4.636041 -0.678803 0.0 -0.3 1.5 0.1080
H -5.368587 1.812690 -0.755963 -0.3 0.4 -0.3 0.0806
H -6.375501 2.147099 0.682146 0.0 0.4 -0.1 0.0838
H -4.659074 1.821617 0.783785 0.1 0.1 0.3 0.0802
H -5.108135 4.049030 1.219892 0.0 1.2 -0.1 0.1476
H -3.226486 3.206773 -0.878792 0.1 -0.1 0.1 0.1331
H -2.854487 4.446707 0.341543 -0.3 -0.1 0.2 0.1391
C 3.317473 6.104855 2.934566 0.5 0.2 0.1 -0.0138
C 3.072280 7.420490 3.721152 -1.4 -2.0 -0.7 -0.3106
C 3.793814 7.558122 5.054932 -1.2 -1.1 -1.2 -0.1019
O 4.154597 8.899483 4.977625 1.3 0.6 2.6 0.0872
C 3.979730 9.443256 3.783230 1.3 4.8 0.4 -0.5597
O 4.233988 10.643977 3.576514 -0.9 -4.0 0.0 0.1166
O 3.502225 8.536275 2.985963 -0.3 -0.1 -2.5 0.1148
H 3.334182 5.233127 3.588692 0.1 0.2 0.4 0.0788
H 4.288730 6.174297 2.444748 0.2 0.0 0.2 0.0868
H 2.650644 5.784906 2.133895 -0.5 0.8 0.1 0.0751
H 2.006562 7.568838 3.895325 -0.2 -0.1 -0.1 0.1522
H 4.573399 6.796731 5.079788 0.7 0.6 0.4 0.1343
H 3.064285 7.372114 5.843152 0.4 0.2 0.3 0.1400
C -7.125996 1.550098 -5.752077 -2.0 0.5 0.1 -0.0242
C -5.901687 1.311105 -6.546932 0.4 -1.7 0.5 -0.3270
C -5.173593 2.510151 -7.056395 0.7 1.4 0.4 -0.0605
O -3.809060 2.250133 -6.663340 0.7 1.0 -1.7 0.0817
C -3.696085 1.137679 -5.978920 1.1 -0.7 1.9 -0.5820
O -2.650010 0.670641 -5.549649 -1.8 0.6 -1.0 0.1012
O -4.927576 0.703631 -5.688490 0.5 -1.2 0.6 0.0813
H -7.876966 1.922122 -6.449020 0.0 0.7 0.0 0.0962
H -7.012217 2.223080 -4.902218 0.4 0.5 -0.4 0.0984
H -7.715651 0.758274 -5.290089 0.9 -1.0 -0.3 0.0913
H -5.996853 0.582114 -7.351676 -0.7 0.1 -0.1 0.1612
H -5.434381 3.438523 -6.548255 -0.3 0.0 0.0 0.1420
H -5.224760 2.687699 -8.130619 0.1 -0.3 0.1 0.1407
C 3.002370 -5.881063 5.267046 -1.3 1.3 -0.4 -0.0314
C 4.003838 -6.429931 4.289227 -2.2 0.7 0.6 -0.3705
C 4.961471 -5.435087 3.598183 -2.8 -0.5 -0.7 -0.1117
O 6.198144 -5.980695 3.844608 0.9 -0.2 -0.1 0.0851
C 6.082333 -7.035011 4.665532 2.7 -1.2 2.7 -0.4838
O 7.069263 -7.642340 5.048522 -2.7 0.8 -0.9 0.1455
O 4.790451 -7.145215 5.149947 4.1 -1.7 -0.3 0.0731
H 2.178323 -5.352802 4.787450 0.0 0.1 -0.2 0.0819
H 3.485730 -5.162761 5.929247 0.1 -0.1 0.1 0.0948
H 2.522731 -6.656780 5.863957 0.3 -0.2 -0.1 0.0934
H 3.512593 -7.139470 3.623399 0.1 0.2 -0.5 0.1546
H 4.783562 -4.432351 3.986701 0.6 0.1 0.0 0.1363
H 4.724472 -5.517580 2.537455 0.3 0.6 -0.1 0.1328
C -3.009687 -4.980792 -0.805162 0.1 -0.7 -0.1 -0.0125
C -1.959431 -6.096002 -1.121811 -2.3 1.3 -0.1 -0.3231
C -1.148243 -6.569679 0.029921 1.9 0.9 0.6 -0.0764
O -1.192175 -8.006616 -0.030677 3.1 1.7 2.7 0.1372
C -2.068423 -8.361866 -0.863420 -4.1 -2.1 -2.8 -0.6185
O -2.429613 -9.480285 -1.125679 0.7 0.8 0.3 0.1557
O -2.692296 -7.274269 -1.410274 -0.2 -0.3 -0.9 0.0697
H -3.483645 -4.604963 -1.711919 0.1 -0.3 -0.1 0.0785
H -2.660353 -4.089390 -0.284127 0.5 -0.3 0.2 0.0783
H -3.783715 -5.468064 -0.212254 0.0 0.2 0.1 0.0904
H -1.430694 -5.769651 -2.017381 0.5 -0.4 0.1 0.1469
H -1.419156 -6.176519 1.009787 -0.6 -0.5 0.0 0.1404
H -0.138003 -6.185579 -0.111401 0.4 -0.6 0.1 0.1333
C 8.711655 0.422263 -1.292165 1.6 0.1 -0.4 -1.5030
Br 9.565349 -1.181075 -0.531770 -0.6 0.7 -0.3 0.5273
Br 9.791934 0.960885 -2.931918 -1.0 -0.4 1.0 0.4562
Br 8.740716 1.902109 -0.012354 -0.3 -0.8 -0.6 0.5471
H 7.714418 0.153148 -1.640289 0.3 0.3 0.3 -0.0279